Record 1
Below is a molecular structure, C17H12BF4IN3Pd at a distorted geometry, with properties calculated with ωB97M-V/def2-TZVPD.

Structure (XYZ):
```
39
Properties=species:S:1:pos:R:3
Pd -2.0070 0.3374 -1.7591
N 5.7690 -0.2232 4.8712
C 4.8960 -0.2165 4.1232
C 3.8064 -0.2112 3.1838
C 3.6802 -1.2556 2.2696
C 2.6341 -1.2508 1.3644
C 1.7026 -0.2157 1.3659
C 1.8338 0.8199 2.2862
C 2.8821 0.8296 3.1903
C 0.5601 -0.2131 0.4039
C 0.8885 -0.0350 -0.9496
C 2.1959 0.0077 -1.4985
C 2.0562 -0.0082 -2.8700
C 0.6718 -0.0278 -3.1201
N -0.0268 -0.0217 -1.9910
C -0.6884 -0.4395 0.9558
C -0.9868 -0.7497 2.3241
C -2.3407 -0.9211 2.4042
C -2.8443 -0.7107 1.0864
N -1.8789 -0.4363 0.2403
H 4.3997 -2.0631 2.2756
H 2.5266 -2.0579 0.6519
H 1.1088 1.6231 2.2818
H 2.9878 1.6391 3.8998
H 3.1175 0.0148 -0.9406
H 2.8380 -0.0061 -3.6119
H 0.1733 -0.0300 -4.0758
H -0.2670 -0.8395 3.1220
H -2.9244 -1.1695 3.2759
H -3.8715 -0.7443 0.7509
F -6.1260 -0.4472 -1.6801
B -5.1158 0.0670 -2.4738
F -4.5026 -0.9025 -3.2499
F -5.5374 1.1499 -3.2289
F -4.0753 0.5829 -1.5332
I -1.1936 3.3642 -2.3504
C -1.9925 1.5606 -3.2740
H -1.3483 1.3824 -4.1286
H -3.0012 1.8178 -3.5915
```

## Properties
* charge: -1
* highest occupied orbital energy: -0.19441 Eh
* energy relative to the best compared isomer or geometry (same formula, charge and spin): 0.0 kJ/mol
* LUMO energy: 1.52 eV
* strongest force on any atom: 1.01 eV/Å

Löwdin population analysis, charges in e, atoms 1 to 8:
1. Pd 0.86
2. N 0.14
3. C -0.19
4. C -0.24
5. C -0.02
6. C -0.02
7. C -0.18
8. C -0.01

---

Record 2
Below is a gas-phase ion, C26H33BF6N2O9P (charge +1) at a distorted geometry, with properties calculated with ωB97M-V/def2-TZVPD.

Structure (XYZ):
```
78
Properties=species:S:1:pos:R:3
C 3.1432 -3.0882 0.8717
O 2.3285 -2.5148 1.8879
C 1.5583 -3.4630 2.6024
C 0.5115 -2.7264 3.4060
C -0.7215 -2.2038 2.6408
C -0.7772 -2.5634 1.1431
C -1.7513 -1.6605 0.4548
C -1.4590 -0.5686 -0.3561
C -0.0460 -0.1889 -0.7138
C 0.2868 -0.4856 -2.1970
C 1.6220 -1.2247 -2.4085
C 2.5000 -0.6234 -3.5222
N 3.6972 0.0706 -3.0489
C 3.3983 1.2110 -2.1940
C 4.7281 -0.7952 -2.6620
C 5.4359 -0.6025 -1.3415
O 5.0487 -1.7175 -3.3762
C -2.5250 0.1954 -0.8506
C -2.2166 1.3760 -1.7349
O -2.1354 1.2583 -2.9173
O -2.1281 2.5547 -1.0561
C -0.9206 3.2718 -0.9935
F -1.1876 4.5189 -1.4023
F -0.0506 2.7476 -1.8941
C -0.3280 3.2687 0.3864
C -0.8626 2.5102 1.4155
C -0.2741 2.5405 2.6687
C 0.8378 3.3306 2.8962
C 1.3613 4.0930 1.8605
C 2.5837 4.9298 2.1240
F 2.8658 5.7496 1.1031
F 3.6599 4.1460 2.3221
F 2.4334 5.6796 3.2265
C 0.7848 4.0671 0.6060
C -3.8676 -0.1248 -0.5763
P -5.3462 0.7493 -1.1831
O -6.2140 -0.1960 -1.8805
O -4.8981 2.0151 -2.0207
O -5.8589 1.4013 0.1612
C -4.1386 -1.2429 0.2023
B -5.5974 -1.8429 0.6100
O -6.1855 -1.2922 1.6837
O -6.1574 -2.8328 -0.1251
N -3.0663 -1.8972 0.6544
F -3.3632 -2.9925 1.4058
H 4.1092 -2.5903 0.8954
H 2.6988 -2.9168 -0.1106
H 3.2820 -4.1563 1.0272
H 2.2007 -4.0026 3.3050
H 1.1353 -4.2124 1.9253
H 0.1943 -3.3486 4.2394
H 1.0200 -1.8672 3.8418
H -1.6105 -2.6213 3.1108
H -0.8173 -1.1233 2.7463
H -1.1045 -3.5896 0.9884
H 0.1893 -2.4303 0.6703
H 0.6742 -0.6923 -0.0756
H 0.0588 0.8728 -0.4899
H -0.5131 -1.1043 -2.6045
H 0.2785 0.4245 -2.7908
H 2.1886 -1.2573 -1.4782
H 1.4116 -2.2570 -2.6832
H 2.8291 -1.3962 -4.2087
H 1.9297 0.0957 -4.1111
H 4.2774 1.8339 -2.0625
H 3.0324 0.9382 -1.1961
H 2.6160 1.7995 -2.6701
H 6.4866 -0.3997 -1.5325
H 5.0123 0.1438 -0.6803
H 5.3935 -1.5697 -0.8452
H -1.7461 1.9116 1.2504
H -0.6812 1.9549 3.4796
H 1.2961 3.3493 3.8744
H 1.2026 4.6721 -0.1852
H -4.8661 1.7896 -2.9639
H -6.3634 2.2128 0.0014
H -6.9578 -1.8085 1.9505
H -5.5653 -3.4922 -0.4959
```

## Properties
* charge: +1
* highest occupied orbital energy: -0.41415 Eh
* LUMO energy: -4.36 eV
* strongest force on any atom: 1.04 eV/Å

Löwdin population analysis, charges in e, atoms 1 to 8:
1. C -0.08
2. O -0.19
3. C -0.25
4. C -0.14
5. C -0.14
6. C -0.09
7. C -0.06
8. C -0.06

---

Record 3
Below is 2 unconnected molecules or ions with the total composition C22H21FO5 at a distorted geometry, with properties calculated with ωB97M-V/def2-TZVPD.

Structure (XYZ):
```
49
Properties=species:S:1:pos:R:3
C -4.5030 0.9066 2.0945
C -3.5593 -0.2320 2.3990
O -2.3159 0.3477 2.8731
C -1.3498 -0.5465 3.1790
C -0.0643 0.1447 3.3842
F -0.0672 1.3960 2.9149
C 1.2170 -0.5463 3.1458
O 1.3895 -1.7463 3.2970
O 2.1642 0.3461 2.7776
C 3.4111 -0.2379 2.3199
C 4.3540 0.9006 2.0172
O -1.4884 -1.7511 3.2680
H -5.4682 0.5193 1.7616
H -4.6837 1.5126 2.9870
H -4.1155 1.5498 1.2981
H -3.9507 -0.8834 3.1902
H -3.3570 -0.8163 1.4896
H 3.7991 -0.8813 3.1194
H 3.2155 -0.8285 1.4130
H 5.3184 0.5137 1.6831
H 3.9696 1.5500 1.2250
H 4.5386 1.5033 2.9106
C -0.3629 -6.1590 8.4863
C 0.6643 -5.6092 7.7060
C 0.5659 -4.2905 7.2526
C -0.5636 -3.4926 7.5751
C -0.6858 -2.1410 7.0729
O -1.7541 -1.4844 7.6025
C -1.9452 -0.1448 7.3146
C -1.0685 0.5621 6.4731
C -1.3052 1.9494 6.2953
C -2.3364 2.5758 6.9828
C -3.1802 1.8312 7.8263
C -3.0052 0.4643 7.9746
C 0.0080 -0.1532 5.8909
C 0.1471 -1.5201 6.1536
C -1.5518 -4.0429 8.4238
C -1.4648 -5.3660 8.8489
H -0.3075 -7.2002 8.8087
H 1.5413 -6.2120 7.4437
H 1.3541 -3.8349 6.6527
H -0.6449 2.4894 5.6190
H -2.4793 3.6492 6.8596
H -3.9773 2.3444 8.3720
H -3.6462 -0.1357 8.6196
H 0.8389 0.4143 5.4428
H 0.9062 -2.1152 5.6330
H -2.3923 -3.4283 8.7435
H -2.2620 -5.7902 9.4673
```

## Properties
* highest occupied orbital energy: -0.25502 Eh
* LUMO energy: -1.24 eV
* strongest force on any atom: 2.28 eV/Å

Löwdin population analysis, charges in e, atoms 1 to 8:
1. C -0.08
2. C -0.22
3. O -0.01
4. C -0.47
5. C -0.16
6. F 0.06
7. C -0.47
8. O 0.08

---

Record 4
Below is a molecular structure, C28H51AsClN5O3PSr, with properties calculated with ωB97M-V/def2-TZVPD.

Structure (XYZ):
```
91
Properties=species:S:1:pos:R:3
Sr 0.3366 0.2356 -0.6876
N -0.1895 -2.3369 0.0113
C -1.0693 -2.7687 -1.0953
C -2.4734 -2.2343 -0.8898
C -3.2938 -2.0420 -2.1828
O -2.6423 -1.8252 -3.2384
O -4.5319 -2.0193 -2.0476
H 0.6778 -2.8629 0.0227
H -0.6459 -2.4960 0.9027
H -1.0984 -3.8591 -1.1966
H -0.6841 -2.3700 -2.0373
H -2.4198 -1.2286 -0.4576
H -3.0457 -2.8518 -0.1950
N 0.8744 0.9278 1.4823
P 1.2338 1.1409 2.9436
N 1.6423 -0.2547 3.8593
C 3.0336 -0.5341 4.1897
C 3.8190 -1.0830 2.9879
C 2.8943 -1.9194 2.0930
C 1.8157 -2.5721 2.9495
C 0.9094 -1.4836 3.5479
N 2.5159 2.1818 3.2456
C 2.7110 2.8483 4.5278
C 4.1558 3.3162 4.6513
C 4.4986 4.3458 3.5640
C 3.7381 4.0452 2.2600
C 3.4139 2.5624 2.1624
N 0.0706 1.8440 3.9828
C -0.9242 0.9527 4.5797
C -2.0330 1.7718 5.2232
C -2.8264 2.5390 4.1539
C -1.9184 2.9149 2.9730
C -0.4849 3.0965 3.4528
H 3.0383 -1.2694 5.0042
H 3.5124 0.3613 4.5783
H 4.6577 -1.6874 3.3517
H 4.2384 -0.2598 2.4052
H 3.4628 -2.6629 1.5293
H 2.4124 -1.2520 1.3727
H 2.2848 -3.1604 3.7457
H 1.2069 -3.2728 2.3717
H 0.4093 -1.8675 4.4485
H 0.1376 -1.2288 2.8189
H 2.4569 2.1646 5.3403
H 2.0389 3.7126 4.6375
H 4.8107 2.4449 4.5579
H 4.3259 3.7345 5.6463
H 5.5763 4.3338 3.3815
H 4.2534 5.3516 3.9157
H 4.3185 4.3590 1.3896
H 2.7966 4.6016 2.2350
H 4.3498 1.9853 2.1889
H 2.9231 2.3157 1.2218
H -0.4255 0.3220 5.3171
H -1.3788 0.2797 3.8338
H -1.5777 2.4687 5.9327
H -2.6919 1.1178 5.7985
H -3.2641 3.4381 4.5966
H -3.6597 1.9273 3.7992
H -2.2757 3.8235 2.4829
H -1.9144 2.1245 2.2193
H -0.4495 3.8776 4.2262
H 0.1469 3.4295 2.6275
C -4.1637 0.8445 -3.5408
As -2.2795 1.1246 -3.3514
C -1.2951 0.2923 -4.7688
C -2.0457 3.0156 -3.6801
O -1.6774 0.8327 -1.8337
H -4.4126 0.9235 -4.5994
H -4.6770 1.6294 -2.9851
H -4.4353 -0.1433 -3.1620
H -1.7119 0.6097 -5.7250
H -1.3959 -0.7812 -4.6372
H -0.2565 0.6134 -4.6911
H -2.4427 3.2883 -4.6581
H -0.9827 3.2478 -3.6331
H -2.5690 3.5699 -2.9025
Cl 2.6632 -1.7040 -1.8373
C 3.5998 -0.2643 -1.4092
C 4.6934 -0.4363 -0.5824
C 5.4658 0.6543 -0.2189
C 5.0940 1.9097 -0.7095
C 3.9998 2.0677 -1.5259
C 3.1743 0.9791 -1.9433
C 2.0155 1.1471 -2.7367
H 4.9293 -1.4304 -0.2230
H 6.3205 0.5328 0.4329
H 5.6772 2.7838 -0.4389
H 3.7407 3.0560 -1.8896
H 1.7042 0.3040 -3.3483
H 1.8825 2.1212 -3.1980
```

## Properties
* charge: -1
* highest occupied orbital energy: -0.13749 Eh
* energy relative to the best compared isomer or geometry (same formula, charge and spin): 42.7 kJ/mol
* LUMO energy: 2.55 eV
* strongest force on any atom: 0.15 eV/Å

Löwdin population analysis, charges in e, atoms 1 to 8:
1. Sr 1.26
2. N -0.08
3. C -0.28
4. C -0.13
5. C -0.72
6. O -0.11
7. O -0.06
8. H 0.04